[1]
The following is a quantum chemistry calculation of a structure of composition C27H28KN7O2 at a distorted geometry, from the Open Molecules 2025 dataset.

Geometry as ORCA input:
```
! RIJCOSX wB97M-V def2-TZVPD def2/J DEFGRID3
* xyz 0 1
K -1.1010 -0.7384 -0.5050
C 0.7660 1.1389 -2.6622
N 1.1728 0.8820 -1.2873
C 2.4599 0.1998 -1.2103
C 2.3632 -1.2923 -0.9409
C 3.4663 -2.1102 -1.1729
C 3.3560 -3.4641 -0.9051
C 2.1473 -3.9607 -0.4382
C 1.1021 -3.0716 -0.2416
N 1.2193 -1.7650 -0.4699
C 1.1462 2.1135 -0.5213
C -0.2420 2.6404 -0.2259
C -0.3972 3.9234 0.2944
C -1.6661 4.3496 0.6496
C -2.7403 3.4878 0.4715
C -2.4952 2.2461 -0.0918
N -1.2748 1.8318 -0.4271
C 0.6073 -0.1117 -3.4904
C 1.1216 -0.1871 -4.7803
C 0.9221 -1.3487 -5.5110
C 0.2246 -2.3966 -4.9311
C -0.2590 -2.2279 -3.6412
N -0.0769 -1.1120 -2.9444
H 1.4842 1.8100 -3.1648
H -0.1996 1.6485 -2.6370
H 3.0547 0.6348 -0.4014
H 3.0397 0.3505 -2.1315
H 4.3855 -1.6913 -1.5650
H 4.1992 -4.1228 -1.0707
H 2.0195 -5.0168 -0.2426
H 0.1197 -3.4002 0.0856
H 1.7299 2.9144 -1.0112
H 1.6163 1.9251 0.4446
H 0.4620 4.5711 0.4215
H -1.8168 5.3330 1.0768
H -3.7436 3.7774 0.7528
H -3.2942 1.5305 -0.2626
H 1.6682 0.6457 -5.2043
H 1.3075 -1.4322 -6.5192
H 0.0547 -3.3191 -5.4688
H -0.8239 -3.0061 -3.1358
N -0.7964 -2.4201 2.5086
C -2.2213 -2.4649 2.8515
C -2.9996 -3.1298 1.7279
C -2.7936 -2.3140 0.4417
O -3.1622 -1.1154 0.4709
O -2.2071 -2.8707 -0.5157
H -0.3762 -3.3347 2.6205
H -0.3034 -1.7690 3.1042
H -2.5773 -1.4373 2.9383
H -2.4184 -2.9813 3.8011
H -4.0627 -3.1405 1.9784
H -2.6593 -4.1543 1.5665
N -2.7150 4.5124 4.3154
C -1.8796 3.7827 4.0134
C -0.8254 2.8867 3.6545
C 0.5011 3.2220 3.9205
C 1.4960 2.3418 3.5357
C 1.1254 1.1628 2.9039
N -0.1379 0.8383 2.6450
C -1.0942 1.6768 3.0123
H 0.7300 4.1544 4.4191
H 2.5372 2.5639 3.7253
H 1.8668 0.4321 2.5932
H -2.1123 1.3786 2.7840
*
```

Energy above the lowest of the compared OMol25 structures with the same formula, charge and spin ... 6.6 kcal per mole

=====

[2]
The following is a quantum chemistry calculation of a cluster of 2 separate species, CH10N5 in total at a distorted geometry, from the Open Molecules 2025 dataset.

Geometry as ORCA input:
```
! RIJCOSX wB97M-V def2-TZVPD def2/J DEFGRID3
* xyz 1 1
C 0.1637 -0.7647 -0.2363
N -2.2116 -1.0162 -0.0056
N 2.5638 -0.2638 -0.2681
N -0.9300 -1.4672 0.1180
N 1.3934 -1.1215 -0.3939
N -0.5457 2.2238 0.3841
H -0.0315 0.4507 0.1657
H -2.2884 -0.0665 -0.0634
H -2.6765 -1.4017 0.8114
H 2.3193 0.6658 -0.3554
H 3.1585 -0.5738 -1.0001
H -0.9510 -2.4992 0.0473
H 1.6588 -2.0527 -0.3003
H 0.2588 2.6883 -0.1937
H -0.3648 2.7977 1.2240
H -1.5170 2.4010 0.0664
*
```

Energy above the lowest of the compared OMol25 structures with the same formula, charge and spin ... 71.9 kcal per mole

=====

[3]
The following is a quantum chemistry calculation of a structure of composition C33H76O12 at a distorted geometry, from the Open Molecules 2025 dataset.

Geometry as ORCA input:
```
! RIJCOSX wB97M-V def2-TZVPD def2/J DEFGRID3
* xyz 0 1
C -0.4647 3.2727 1.5590
C 0.6998 4.2210 1.2670
C 0.4367 5.3016 2.3470
O -0.0876 4.5628 3.4819
C -0.7490 3.3399 3.0781
H -0.2435 2.2595 1.2235
H -1.3753 3.6114 1.0648
H 0.7623 4.5547 0.2312
H 1.6551 3.7093 1.3834
H -0.3832 5.9529 2.0441
H 1.3191 5.9007 2.5720
H -1.8204 3.4972 3.2028
H -0.2341 2.5260 3.5885
C -0.0760 -3.3636 -4.8096
C 0.7205 -2.3829 -4.0051
C -0.1939 -2.1287 -2.7989
O -1.5207 -2.3185 -3.3091
C -1.5313 -2.8222 -4.6572
H -0.0281 -4.3449 -4.3375
H 0.2785 -3.3642 -5.8404
H 0.7655 -1.4799 -4.6140
H 1.7123 -2.7195 -3.7033
H -0.1030 -1.0989 -2.4536
H 0.1599 -2.8615 -2.0737
H -1.7471 -1.9312 -5.2468
H -2.2554 -3.6367 -4.6755
C -4.6102 2.6439 2.5620
C -3.9114 1.6690 3.5008
C -2.6772 1.2335 2.7142
O -3.2165 1.2606 1.3447
C -4.4776 1.8503 1.2824
H -4.0798 3.5958 2.5348
H -5.6005 3.0166 2.8239
H -4.6579 0.9269 3.7842
H -3.7050 2.0974 4.4816
H -2.3531 0.2356 3.0097
H -1.8313 1.8908 2.9153
H -5.2625 1.0963 1.2235
H -4.5948 2.4258 0.3641
C -0.7002 0.6749 0.8209
C 0.2203 0.8295 -0.3714
C 0.9927 -0.4590 -0.3421
O 0.1093 -1.4698 0.2149
C -1.0241 -0.8368 0.8515
H -1.6024 1.2865 0.8280
H -0.1639 0.9303 1.7349
H 0.9060 1.6756 -0.3265
H -0.3669 0.7910 -1.2889
H 1.9247 -0.2951 0.1988
H 1.2589 -0.6985 -1.3716
H -1.2106 -1.1530 1.8778
H -1.8832 -0.9835 0.1968
C 1.6472 -4.3037 0.4523
C 1.2596 -3.5666 1.6978
C 2.2127 -2.3348 1.7499
O 3.0675 -2.5595 0.6692
C 2.3444 -3.2005 -0.3873
H 0.7177 -4.6949 0.0386
H 2.2117 -5.2021 0.7018
H 1.4280 -4.1206 2.6213
H 0.2242 -3.2405 1.5992
H 2.7029 -2.2794 2.7219
H 1.6626 -1.3960 1.6848
H 3.0488 -3.6086 -1.1122
H 1.7096 -2.4535 -0.8639
C 2.7933 0.4896 -3.0985
C 1.9497 0.2629 -4.3990
C 2.8045 -0.8224 -5.0265
O 3.0170 -1.6935 -3.9234
C 3.3470 -0.9125 -2.8018
H 2.2312 0.9644 -2.2943
H 3.6560 1.1381 -3.2511
H 1.8666 1.1833 -4.9769
H 0.9054 -0.0488 -4.3809
H 3.6875 -0.5351 -5.5973
H 2.1935 -1.2999 -5.7925
H 4.4232 -0.8963 -2.6297
H 3.0237 -1.3467 -1.8558
C -2.0919 -3.2661 2.1502
C -3.3394 -2.8254 1.4116
C -3.5527 -1.3686 1.9015
O -3.1132 -1.4166 3.2694
C -2.1159 -2.4556 3.4484
H -1.1525 -3.0244 1.6530
H -2.0886 -4.3408 2.3321
H -4.1146 -3.4942 1.7856
H -3.3020 -2.8553 0.3226
H -4.5726 -0.9877 1.8485
H -2.9395 -0.7010 1.2962
H -2.3267 -3.1048 4.2983
H -1.1676 -1.9398 3.5993
C 4.1434 -0.6933 0.0400
O 3.6445 0.5954 -0.3527
H 5.2286 -0.5923 0.0539
H 3.6729 -0.9042 1.0004
H 3.9130 -1.4527 -0.7072
H 4.1544 0.9656 -1.0769
C 1.2218 0.0503 3.4426
O 1.0895 1.3709 2.9092
H 1.1908 -0.6115 2.5771
H 2.0739 -0.1963 4.0761
H 0.3128 -0.0223 4.0397
H 1.7646 1.5414 2.2484
C 3.4366 2.4472 1.3145
O 2.8543 1.1804 1.5329
H 4.4524 2.3211 1.6890
H 3.4977 2.6293 0.2415
H 2.8856 3.2198 1.8507
H 3.1743 0.6507 0.7990
C -0.4817 2.1989 -2.9429
O 0.4281 2.8035 -3.8775
H -1.4486 2.6962 -3.0205
H -0.6421 1.1332 -3.1062
H -0.1276 2.2647 -1.9141
H 0.3337 2.3484 -4.7175
C -2.7097 1.7858 -1.1810
O -4.0255 1.5438 -1.6693
H -2.1551 0.8475 -1.1728
H -2.0513 2.3716 -1.8224
H -2.7840 2.2463 -0.1958
H -4.4842 1.0268 -1.0031
*
```

Energy above the lowest of the compared OMol25 structures with the same formula, charge and spin ... 321.5 kcal per mole

=====

[4]
The following is a quantum chemistry calculation of the molecule C2H5N5O at a distorted geometry, from the Open Molecules 2025 dataset.

Geometry as ORCA input:
```
! RIJCOSX wB97M-V def2-TZVPD def2/J DEFGRID3
* xyz 0 1
H -1.1716 -2.3470 0.8107
N -1.2590 -1.5818 0.2003
C -0.1106 -1.0175 0.5198
N 1.0006 -1.7313 1.3065
N 2.0459 -1.0931 1.2658
N 1.8411 0.1086 0.4895
N 0.5022 -0.0560 -0.2366
O 0.0189 1.4025 -0.2202
C -1.1248 1.3308 -1.0263
H 2.3863 0.8683 0.7020
H -0.6480 1.9622 -1.9775
H -1.5840 0.2971 -1.4058
H -1.8971 1.8573 -0.4284
*
```

SMILES ... [H]/N=c1\nn[nH]n1OC
Energy above the lowest of the compared OMol25 structures with the same formula, charge and spin ... 152.3 kcal per mole

=====

[5]
The following is a quantum chemistry calculation of the ion C6H5O5P with charge -2 at a distorted geometry, from the Open Molecules 2025 dataset.

Geometry as ORCA input:
```
! RIJCOSX wB97M-V def2-TZVPD def2/J DEFGRID3
* xyz -2 1
O -2.2884 0.4858 -1.1001
C -1.1242 0.2350 -0.6970
C -0.8597 -1.1709 -0.4887
C -0.3671 -1.6737 0.6457
C 0.0463 -0.8661 1.7455
C 0.0294 0.4669 1.6269
C -0.4222 1.1210 0.3215
O 0.8132 1.5457 -0.1347
P 1.4176 0.7723 -1.5200
O 2.2359 -0.4042 -1.0737
O 2.2936 1.8265 -2.1217
O 0.0678 0.5760 -2.2987
H -1.2935 -1.8608 -1.2482
H -0.3586 -2.6854 0.8526
H 0.4529 -1.5250 2.6600
H 0.3796 1.0841 2.3476
H -1.0227 2.0728 0.4832
*
```

SMILES ... O=C1C=CC=C[C@H]1OP(=O)([O-])[O-]
Energy above the lowest of the compared OMol25 structures with the same formula, charge and spin ... 10.7 kcal per mole

=====

[6]
The following is a quantum chemistry calculation of a cluster of 12 separate species, C72H48O48 in total at a distorted geometry, from the Open Molecules 2025 dataset.

Geometry as ORCA input:
```
! RIJCOSX wB97M-V def2-TZVPD def2/J DEFGRID3
* xyz 0 1
O -3.0865 4.6435 0.1991
C -3.3421 3.7938 -0.6699
C -2.9610 2.4016 -0.6893
C -3.2972 1.6643 -1.7373
O -2.7701 0.4704 -1.8780
C -4.2379 2.1728 -2.8386
O -4.4973 1.3363 -3.6692
C -4.7351 3.4988 -2.7187
C -4.2105 4.3157 -1.7721
O -4.5623 5.5924 -1.6918
H -2.3678 2.0228 0.1213
H -3.3250 0.0665 -2.5823
H -5.4483 3.7892 -3.4686
H -4.2685 5.8785 -0.8229
O -6.3488 -1.7188 -4.0663
C -5.6401 -2.0615 -3.1452
C -4.6301 -3.1013 -3.1358
C -3.9819 -3.3308 -1.9961
O -3.0430 -4.2614 -1.9129
C -4.3511 -2.7247 -0.6255
O -3.7939 -3.2340 0.3206
C -5.3117 -1.6431 -0.6848
C -5.9040 -1.3115 -1.8428
O -6.7237 -0.2799 -1.9253
H -4.3692 -3.4322 -4.1384
H -2.6048 -4.0798 -1.0646
H -5.6115 -1.1184 0.2054
H -7.0356 -0.2805 -2.8576
O 5.1811 3.8422 4.1811
C 4.5880 2.7519 4.3577
C 3.5787 2.0130 3.6705
C 3.0569 0.8760 4.2018
O 1.9055 0.3724 3.6942
C 3.5085 0.1923 5.4866
O 2.8369 -0.8008 5.7576
C 4.6983 0.8851 6.1316
C 5.1486 2.0602 5.6109
O 6.2195 2.6339 6.1786
H 3.0214 2.4432 2.8367
H 1.5835 -0.3952 4.2002
H 5.1205 0.4382 7.0291
H 6.2916 3.4427 5.6533
O -1.7324 6.0081 2.9675
C -0.9880 5.5144 3.8106
C -0.1662 6.1481 4.8075
C 0.6464 5.3737 5.5953
O 1.4433 5.8870 6.5225
C 0.7166 3.8278 5.4877
O 1.4372 3.2986 6.3453
C -0.0099 3.2122 4.3518
C -0.8550 4.0094 3.6470
O -1.5391 3.4850 2.6353
H -0.2724 7.2216 4.9571
H 1.7556 5.1623 7.0857
H 0.0340 2.1596 4.1148
H -1.9855 4.2505 2.2130
O 0.3783 -3.3337 -4.0652
C 0.0476 -4.4764 -3.7329
C -0.6175 -5.4592 -4.4988
C -0.9702 -6.5769 -3.8183
O -1.7819 -7.4530 -4.3850
C -0.4570 -7.0020 -2.3792
O -0.8868 -8.0853 -2.0586
C 0.4182 -6.0419 -1.7093
C 0.6600 -4.8746 -2.3464
O 1.5404 -4.0107 -1.7826
H -0.9958 -5.1960 -5.4646
H -1.9559 -8.1910 -3.7695
H 0.8577 -6.4280 -0.7986
H 1.6497 -3.3064 -2.4318
O -5.0188 -2.2649 2.8678
C -5.0252 -2.8516 3.9251
C -5.8142 -2.5836 5.0639
C -5.8120 -3.3840 6.1454
O -6.4501 -3.0486 7.2568
C -4.9556 -4.6169 6.2070
O -5.0237 -5.2465 7.2811
C -4.1418 -4.9335 5.0640
C -4.1503 -4.0846 4.0059
O -3.4465 -4.3333 2.9058
H -6.3854 -1.6839 5.0049
H -6.4005 -3.8148 7.8957
H -3.4840 -5.7818 5.1262
H -3.7263 -3.6945 2.1980
O 4.9931 2.3544 -0.1294
C 4.9259 1.1276 -0.0430
C 3.7858 0.3009 0.1937
C 3.7931 -1.0610 0.3226
O 2.7330 -1.8374 0.5209
C 5.0960 -1.7925 0.1521
O 5.0958 -3.0347 0.2758
C 6.1945 -0.9694 -0.2935
C 6.1511 0.3744 -0.2831
O 7.2039 1.1448 -0.5312
H 2.8553 0.8268 0.3249
H 3.0195 -2.7574 0.5018
H 7.1757 -1.4103 -0.4784
H 6.8778 2.0663 -0.5108
O 5.4417 -0.0679 -5.0561
C 5.1961 1.0349 -4.5843
C 5.8973 2.3005 -4.7866
C 5.3837 3.4476 -4.3263
O 5.9256 4.6364 -4.5730
C 4.1917 3.4841 -3.4019
O 3.9444 4.6184 -3.0438
C 3.5511 2.2236 -3.0696
C 4.0702 1.0891 -3.5816
O 3.5715 -0.0776 -3.2637
H 6.7978 2.2946 -5.3931
H 5.3190 5.2484 -4.1310
H 2.7935 2.1897 -2.3046
H 3.9855 -0.7428 -3.8523
O 0.6833 -0.3987 -9.7099
C 1.0253 -0.7243 -8.5652
C 0.7784 -0.0804 -7.2654
C 1.3913 -0.5399 -6.1278
O 1.1321 0.0205 -4.9157
C 2.2837 -1.7742 -6.1225
O 2.8464 -2.0667 -5.0746
C 2.5025 -2.4835 -7.4217
C 1.8907 -2.0239 -8.5299
O 2.1157 -2.5275 -9.7268
H 0.0690 0.7398 -7.2284
H 1.6835 -0.4542 -4.2683
H 3.0982 -3.3729 -7.3808
H 1.7579 -1.8401 -10.3305
O 0.6147 -2.2896 9.9183
C -0.0532 -1.9835 8.9344
C 0.2607 -1.0239 7.8925
C -0.4885 -1.0254 6.7788
O -0.1670 -0.3592 5.6474
C -1.8595 -1.6811 6.6653
O -2.5407 -1.4076 5.7083
C -2.2251 -2.5274 7.7892
C -1.3712 -2.7229 8.8243
O -1.6784 -3.5072 9.8538
H 1.2274 -0.5448 7.8521
H -0.8664 -0.6041 4.9966
H -3.1452 -3.0677 7.6739
H -0.9326 -3.4567 10.4648
O -0.7811 -1.6901 2.7967
C -0.5138 -1.1631 1.7054
C -0.2371 0.2923 1.4116
C -0.0180 0.5941 0.1228
O 0.3893 1.8129 -0.1432
C -0.0873 -0.3804 -1.0591
O 0.2037 0.1069 -2.1444
C -0.5560 -1.6900 -0.7869
C -0.5774 -2.0870 0.5103
O -0.8735 -3.3676 0.8165
H -0.3228 1.0227 2.2013
H 0.2832 2.0281 -1.0729
H -0.6082 -2.3799 -1.5989
H -0.9090 -3.4755 1.7716
O 0.5973 3.3226 -2.4389
C 0.2770 4.0171 -3.4132
C 0.6819 5.3634 -3.7447
C 0.2925 5.9065 -4.8953
O 0.4529 7.2093 -5.1135
C -0.5666 5.2287 -5.9855
O -0.8215 5.9073 -6.9855
C -0.9979 3.8669 -5.6391
C -0.6324 3.3315 -4.4306
O -0.9109 2.0277 -4.2083
H 1.2719 5.9036 -3.0130
H 0.3268 7.3239 -6.0682
H -1.6682 3.3576 -6.3305
H -0.5142 1.7014 -3.4013
*
```

SMILES ... O=C1C=C(O)C(=O)C=C1O.O=C1C=C(O)C(=O)C=C1O.O=C1C=C(O)C(=O)C=C1O.O=C1C=C(O)C(=O)C=C1O.O=C1C=C(O)C(=O)C=C1O.O=C1C=C(O)C(=O)C=C1O.O=C1C=C(O)C(=O)C=C1O.O=C1C=C(O)C(=O)C=C1O.O=C1C=C(O)C(=O)C=C1O.O=C1C=C(O)C(=O)C=C1O.O=C1C=C(O)C(=O)C=C1O.O=C1C=C(O)C(=O)C=C1O
Energy above the lowest of the compared OMol25 structures with the same formula, charge and spin ... 0.0 kcal per mole

=====

[7]
The following is a quantum chemistry calculation of the ion C16H34NO5S with charge +1, from the Open Molecules 2025 dataset.

Geometry as ORCA input:
```
! RIJCOSX wB97M-V def2-TZVPD def2/J DEFGRID3
* xyz 1 1
C -4.5073 -4.3161 -2.7654
O -3.1342 -3.9530 -2.7403
C -2.8054 -2.6681 -3.2121
C -1.9301 -1.9423 -2.1912
C -1.1333 -0.8017 -2.8474
C 0.2721 -1.2493 -3.2665
C 1.2809 -1.4107 -2.1243
S 1.1036 -0.1784 -0.8604
C 2.5616 -0.5013 0.1515
C 2.3018 -0.2122 1.6353
C 1.0128 -0.8301 2.1579
O 1.1468 -0.9590 3.5628
C 0.0566 -1.5712 4.1599
C 0.0470 -3.0694 4.0673
O -0.7753 -0.9133 4.7093
O 1.4587 1.1375 -1.6813
C 1.0858 2.3597 -0.9539
C 2.3172 3.0652 -0.3698
N 2.0007 3.5223 0.9765
C 0.9086 4.5120 1.0359
C -0.3238 4.0498 1.8404
C -0.0456 2.9422 2.8464
O -1.3106 3.5597 0.9064
H -5.0762 -3.6890 -3.4543
H -4.9339 -4.2469 -1.7621
H -4.5818 -5.3511 -3.1007
H -2.2476 -2.7696 -4.1546
H -3.7002 -2.0723 -3.4161
H -2.5591 -1.5626 -1.3838
H -1.2540 -2.6897 -1.7654
H -1.1153 0.0848 -2.2091
H -1.6478 -0.4876 -3.7614
H 0.1772 -2.2445 -3.7139
H 0.6802 -0.6047 -4.0458
H 1.1467 -2.3501 -1.5795
H 2.3114 -1.3888 -2.4908
H 3.3765 0.1013 -0.2480
H 2.7880 -1.5612 0.0019
H 2.3232 0.8639 1.8223
H 3.1300 -0.6730 2.1805
H 0.8558 -1.8191 1.6963
H 0.1538 -0.1898 1.9354
H -0.1955 -3.4882 5.0409
H 0.9913 -3.4565 3.6915
H -0.7430 -3.3549 3.3659
H 0.3874 2.1115 -0.1503
H 0.5501 2.9808 -1.6696
H 3.1344 2.3434 -0.3027
H 2.6380 3.8618 -1.0531
H 2.8275 3.9214 1.3988
H 0.5543 4.7379 0.0274
H 1.2823 5.4436 1.4678
H -0.7348 4.9163 2.3631
H -0.8354 2.9251 3.5998
H 0.9150 3.0577 3.3473
H -0.0836 1.9795 2.3329
H -2.1036 4.0984 0.9519
*
```

=====

Per-record LUMO level, Ha: -0.0037; -0.1155; 0.0091; -0.0134; 0.2323; -0.0750; -0.1102
Per-record HOMO energy, eV: -7.916; -12.920; -8.824; -9.429; 0.042; -9.511; -11.954
Per-record energy, eV: -59305.3627; -8640.1980; -60004.8818; -11645.9407; -25829.5346; -173715.0889; -39697.7641